Below is a gas-phase ion, C4H6NO3 (charge +1) at a distorted geometry, with properties calculated with ωB97M-V/def2-TZVPD.

XYZ file:
```
14
Properties=species:S:1:pos:R:3:forces:R:3
N -0.948680 1.532968 0.014643 0.496 1.605 3.920
C -0.659494 0.328177 0.363523 0.763 -0.675 -1.012
C -0.648548 -0.017727 1.914313 -0.232 -0.311 -0.781
O -1.309782 0.514855 2.746914 0.211 0.243 -0.897
C -0.051194 -0.637670 -0.678418 0.652 -1.587 1.452
O -0.277744 -0.127760 -1.940037 0.279 -0.314 -1.312
C 1.609040 -0.777363 -0.467218 -2.311 0.349 1.705
O 2.228642 -0.621361 0.528557 -0.243 0.155 -0.291
H -0.626421 2.010988 -0.813872 -0.385 -0.400 -0.790
H -1.085685 2.197527 0.889358 -0.182 -1.478 -2.327
H 0.071803 -0.812276 2.079220 0.293 -0.354 0.409
H -0.360230 -1.791692 -0.543185 0.155 2.536 -0.024
H 0.124436 -0.649995 -2.697117 -0.674 0.679 1.513
H 1.933856 -1.148671 -1.396679 1.179 -0.448 -1.566
```
Positions in Å, forces in eV/Å.

As for the SMILES: [NH2+]=C(C=O)[C@@H](O)C=O. The energy above the lowest of the compared OMol25 structures with the same formula, charge and spin comes out at 2.329 eV. For the molecular weight, the calculation gives 116.10 Da. The calculation puts the gap between HOMO and LUMO (spin up / spin down) at 8.420 / 8.421 eV. The value obtained for the maximum force is 4.3 eV/Å. The total charge is +1. The total energy comes out at -11868.1605 eV. For the HOMO energy (spin up / spin down), the calculation gives -14.64 / -14.64 eV.

Results of the Mulliken charge analysis, in e, for atoms 1 through 4:
1 N -0.281
2 C 0.500
3 C -0.027
4 O -0.339